DFT (ωB97M-V/def2-TZVPD) results for 8 unconnected molecules or ions with the total composition C26H56F4N6O16P2.

Structure (ORCA input):
```
! wB97M-V def2-TZVPD RIJCOSX def2/J DEFGRID3
* xyz 0 1
C -3.10 -4.88 -3.32
N -2.45 -3.57 -3.27
C -1.83 -3.20 -4.60
P -2.21 -2.71 -1.83
O -1.47 -1.46 -2.05
N -3.74 -2.47 -1.15
C -3.90 -1.84 0.17
C -4.82 -2.08 -2.11
N -1.37 -3.79 -0.78
C -1.98 -4.83 0.03
C 0.04 -4.02 -1.11
H -3.57 -5.12 -4.27
H -3.85 -4.94 -2.53
H -2.40 -5.71 -3.32
H -1.59 -2.14 -4.66
H -2.47 -3.35 -5.48
H -0.93 -3.78 -4.79
H -4.83 -2.03 0.70
H -3.17 -2.18 0.90
H -3.84 -0.76 0.01
H -4.92 -2.97 -2.73
H -5.71 -1.80 -1.54
H -4.54 -1.17 -2.64
H -2.95 -5.15 -0.34
H -1.39 -5.75 0.08
H -2.06 -4.39 1.03
H 0.33 -3.16 -1.72
H 0.23 -4.95 -1.66
H 0.66 -3.98 -0.22
C 0.52 4.01 2.43
N 1.48 5.14 2.43
C 1.29 6.07 3.49
P 2.52 5.31 1.05
O 3.46 6.43 1.30
N 3.13 3.71 0.72
C 3.60 3.35 -0.63
C 3.65 2.81 1.80
N 1.38 5.59 -0.29
C 0.42 4.59 -0.67
C 0.88 6.96 -0.45
H 0.43 3.48 3.37
H 0.75 3.27 1.66
H -0.47 4.41 2.22
H 0.54 6.75 3.10
H 2.16 6.68 3.73
H 0.94 5.55 4.38
H 3.27 2.34 -0.89
H 3.09 3.98 -1.36
H 4.67 3.42 -0.80
H 3.05 2.85 2.70
H 3.53 1.79 1.43
H 4.70 3.09 1.94
H -0.06 4.84 -1.61
H 0.89 3.60 -0.60
H -0.38 4.64 0.07
H 0.33 7.25 0.45
H 0.43 7.16 -1.42
H 1.71 7.65 -0.62
O 0.55 1.87 -6.59
C 0.92 1.14 -5.73
O 0.17 0.27 -5.13
C 0.83 -0.23 -3.97
C 2.32 0.03 -4.36
F 2.80 -1.00 -5.17
O 2.11 1.23 -5.16
H 0.56 0.45 -3.17
H 0.46 -1.21 -3.67
H 3.08 0.25 -3.61
O -1.87 -2.43 4.50
C -2.62 -1.44 4.43
O -3.47 -1.15 5.42
C -4.37 -0.17 4.97
C -3.70 0.38 3.73
F -2.96 1.49 4.03
O -2.86 -0.64 3.35
H -5.42 -0.42 4.81
H -4.49 0.63 5.69
H -4.44 0.62 2.96
O 2.36 -0.49 -1.12
C 1.58 -0.55 -0.20
O 1.78 -1.31 0.90
C 0.61 -1.41 1.59
C -0.22 -0.21 1.18
F -0.30 0.71 2.17
O 0.51 0.21 0.02
H 0.05 -2.31 1.34
H 0.86 -1.28 2.65
H -1.24 -0.49 0.90
O 0.70 -5.08 2.68
C 1.19 -4.66 3.71
O 0.97 -5.09 4.94
C 1.19 -4.08 5.93
C 1.86 -2.99 5.09
F 3.12 -2.63 5.49
O 1.90 -3.56 3.79
H 0.24 -3.72 6.34
H 1.75 -4.51 6.76
H 1.27 -2.07 5.06
C 5.96 -0.44 -2.64
O 7.07 0.48 -2.73
H 5.44 -0.58 -3.58
H 6.39 -1.38 -2.32
H 5.21 -0.13 -1.90
H 6.83 1.15 -3.38
C -2.26 1.62 -2.87
O -1.88 1.28 -1.55
H -2.11 0.81 -3.59
H -3.33 1.83 -2.93
H -1.57 2.36 -3.26
H -1.63 0.36 -1.53
*
```

**HOMO-LUMO gap**: 7.8 eV
**HOMO**: -7.85 eV
**SMILES**: CN(C)P(=O)(N(C)C)N(C)C.CN(C)P(=O)(N(C)C)N(C)C.O=C1OC[C@@H](F)O1.O=C1OC[C@@H](F)O1.O=C1OC[C@@H](F)O1.O=C1OC[C@@H](F)O1.CO.CO

Mulliken population analysis, charges in e, atoms 1 to 8:
1. C -1.133
2. N 0.529
3. C -0.946
4. P -0.430
5. O -0.088
6. N 0.095
7. C -0.879
8. C -1.000